# 1
{"formula": "C2H7CeO3", "method": "ωB97M-V with the def2-TZVPD basis set", "elements": ["O", "C", "C", "O", "H", "H", "H", "H", "H", "H", "Ce", "O", "H"], "coordinates": [[0.46566, 0.58895, 0.95304], [-0.81976, 0.74059, 0.46464], [-1.34631, -0.51734, -0.21117], [-2.76030, -0.47022, -0.19847], [2.48012, 0.84215, -0.91761], [-0.76591, 1.54846, -0.29033], [-1.52692, 1.03004, 1.26510], [-0.98757, -1.41013, 0.33205], [-0.95654, -0.56550, -1.24328], [-3.11157, -1.33690, -0.41633], [2.34278, -0.56366, 1.60741], [3.20998, 0.29884, -0.36688], [3.77634, -0.18528, -0.97818]], "forces_ev_per_a": [[5.495, -3.141, 2.070], [-1.598, 0.936, -0.742], [-0.377, -0.446, -0.307], [0.770, 0.268, 0.160], [2.285, -1.483, 1.394], [-0.319, -0.160, 0.452], [0.435, -0.069, -0.261], [0.083, 0.088, 0.091], [-0.080, -0.100, 0.192], [-0.147, -0.076, -0.144], [-4.479, 2.741, -1.084], [-2.455, 1.236, -1.162], [0.386, 0.208, -0.658]], "homo_energy_ev": [-16.406, -16.409], "mol_weight_da": 219.19, "total_charge": 2, "spin_multiplicity": 2}

***

# 2
{"formula": "C28H35N2SSn", "method": "ωB97M-V with the def2-TZVPD basis set", "elements": ["C", "C", "C", "C", "C", "Sn", "C", "C", "H", "C", "H", "H", "C", "H", "H", "H", "C", "H", "H", "H", "C", "H", "H", "H", "C", "H", "H", "H", "C", "H", "H", "H", "C", "H", "H", "H", "C", "H", "H", "H", "C", "C", "C", "C", "H", "C", "H", "C", "H", "H", "H", "N", "C", "N", "C", "C", "C", "C", "C", "C", "S", "H", "H", "H", "H", "H", "H"], "coordinates": [[-2.44866, 1.40185, 2.27800], [-3.10007, 1.27841, 1.01705], [-2.76906, 2.41783, 0.23602], [-1.86035, 3.21700, 0.98642], [-1.66024, 2.58649, 2.24655], [0.33467, 0.00247, 0.86011], [3.00258, 0.22422, -1.09807], [3.05525, -0.63455, -0.03131], [3.43458, -1.65277, -0.17406], [2.54923, -0.31166, 1.29628], [2.85035, 0.65803, 1.70905], [2.64341, -1.11067, 2.04270], [3.55393, -0.18897, -2.43321], [3.35423, -1.24435, -2.65989], [3.11751, 0.42119, -3.23271], [4.64887, -0.04796, -2.47301], [2.84443, 1.69734, -0.84679], [2.00424, 1.93457, -0.17425], [3.74717, 2.11370, -0.36443], [2.67144, 2.23539, -1.78672], [-3.96127, 0.15542, 0.59294], [-3.75628, -0.74728, 1.18225], [-5.02845, 0.39565, 0.71871], [-3.80435, -0.08169, -0.46775], [-3.25574, 2.67788, -1.13115], [-2.84784, 1.96605, -1.86216], [-4.34917, 2.59612, -1.17046], [-2.98171, 3.68409, -1.46252], [-1.22895, 4.48139, 0.55871], [-1.25611, 4.60042, -0.52948], [-1.74525, 5.34999, 0.99543], [-0.18071, 4.53142, 0.88528], [-0.78344, 3.07926, 3.33348], [0.11684, 3.56430, 2.93025], [-1.30406, 3.82666, 3.95511], [-0.46921, 2.26355, 3.99919], [-2.54329, 0.43186, 3.39655], [-2.18263, 0.88316, 4.33105], [-3.58859, 0.12614, 3.55533], [-1.95569, -0.49192, 3.22031], [0.21129, 0.49981, -1.36584], [0.70201, -0.47720, -2.17196], [-0.11543, 1.73726, -1.91941], [0.54484, -0.43770, -3.56609], [1.04222, -1.36954, -1.59219], [-0.06212, 1.89186, -3.31265], [-0.33834, 2.59912, -1.28766], [0.22458, 0.79411, -4.14084], [0.67139, -1.35619, -4.14878], [-0.22656, 2.88280, -3.73533], [0.17110, 0.89567, -5.22605], [-0.39949, -2.06875, 3.18367], [-0.11042, -2.90671, 2.12852], [0.40010, -2.49073, 0.97961], [0.81567, -3.58958, 0.18727], [1.65917, -3.58854, -0.93977], [1.86751, -4.76425, -1.66238], [1.41010, -5.99145, -1.15679], [0.67137, -6.01977, 0.03690], [0.38596, -4.82611, 0.69835], [-0.41363, -4.61803, 2.26042], [-0.80628, -2.50161, 4.00716], [0.25894, -1.31035, 3.37603], [2.21487, -2.69120, -1.21737], [2.40929, -4.71767, -2.61228], [1.64375, -6.91021, -1.69235], [0.30048, -6.95508, 0.46104]], "forces_ev_per_a": [[2.269, 1.624, 0.943], [-0.022, 1.823, -2.394], [-0.432, -1.776, 0.915], [-0.406, -0.492, 0.166], [-0.637, -1.812, 0.444], [-0.224, -0.007, -0.993], [1.908, -0.034, 1.028], [-0.309, 0.004, -0.252], [-0.374, 0.354, -0.059], [0.555, 0.502, 0.326], [-0.046, -0.225, -0.091], [-0.059, 0.301, -0.275], [0.177, 0.035, -0.260], [0.063, 0.225, 0.092], [0.131, -0.181, 0.151], [-0.343, 0.035, 0.125], [-0.196, 0.409, -0.044], [0.314, 0.009, -0.184], [-0.186, -0.265, -0.235], [0.010, -0.071, 0.293], [-0.289, -0.371, -0.152], [-0.091, 0.135, -0.125], [0.187, -0.078, -0.031], [-0.083, 0.044, 0.205], [-0.359, 0.101, -0.616], [-0.091, 0.111, 0.087], [0.165, 0.086, -0.110], [-0.117, -0.141, -0.044], [0.217, 0.304, -0.189], [-0.006, 0.039, 0.188], [0.113, -0.170, -0.050], [-0.225, 0.050, -0.038], [0.147, 0.376, 0.532], [-0.144, -0.116, 0.185], [0.258, -0.142, -0.081], [-0.006, 0.253, -0.154], [-0.136, -0.218, 0.493], [-0.117, -0.162, -0.214], [0.250, 0.041, -0.003], [-0.475, 0.558, -0.030], [0.105, 1.006, 1.523], [-0.996, -2.612, 0.030], [-0.064, 0.261, -0.485], [0.194, 0.300, 0.198], [-0.515, 0.612, -1.552], [0.211, -0.041, 0.488], [-0.139, -0.281, -0.219], [-0.226, -0.303, 0.132], [0.249, 0.528, 0.059], [-0.101, -0.298, -0.010], [-0.004, -0.003, 0.326], [0.297, -0.416, -0.321], [0.145, 0.264, -0.348], [0.252, 0.089, 0.791], [0.115, -0.314, 0.201], [-0.220, 0.126, -0.037], [-0.005, -0.029, 0.535], [-0.472, 0.368, 0.267], [0.068, -0.223, -0.190], [0.038, -0.002, -0.355], [0.411, 0.231, -0.627], [0.215, 0.174, -0.228], [-0.416, -0.482, -0.107], [-0.600, -0.384, -0.113], [-0.003, -0.100, 0.523], [-0.197, 0.182, 0.197], [0.270, 0.189, -0.228]], "homo_energy_ev": [-9.672, -9.645], "mol_weight_da": 550.38, "total_charge": 1}

***

# 3
{"formula": "C31H22BrCl2F5N6O3TeV", "method": "ωB97M-V with the def2-TZVPD basis set", "elements": ["V", "Cl", "C", "C", "C", "N", "C", "O", "C", "C", "C", "C", "C", "N", "C", "C", "C", "Cl", "N", "C", "O", "C", "C", "C", "C", "C", "N", "H", "H", "H", "H", "H", "H", "H", "H", "H", "H", "Br", "C", "C", "C", "C", "C", "C", "C", "C", "C", "C", "H", "H", "H", "H", "H", "H", "C", "N", "C", "C", "N", "H", "H", "H", "H", "H", "H", "F", "Te", "F", "F", "F", "F", "O"], "coordinates": [[0.88644, -0.35708, 0.71955], [5.61004, -0.68858, 5.44725], [4.08914, -0.57328, 4.62695], [4.00874, -0.93548, 3.29095], [2.77044, -0.88918, 2.66115], [2.47594, -1.17018, 1.35805], [3.19824, -1.98597, 0.56135], [4.22374, -2.60388, 0.82965], [2.42094, -2.19118, -0.69675], [2.79174, -3.14708, -1.61295], [1.79714, -3.61358, -2.50255], [0.56494, -3.06858, -2.48155], [0.25614, -1.82008, -1.70825], [1.27444, -1.50047, -0.72165], [1.60774, -0.51448, 3.38885], [1.72584, -0.08137, 4.70315], [2.97144, -0.11827, 5.31025], [3.10134, 0.41982, 6.95175], [0.44724, -0.64538, 2.65505], [-0.75166, -0.67018, 3.24135], [-1.01246, -0.58288, 4.44705], [-1.91236, -0.85588, 2.30645], [-3.13776, -0.29957, 2.67985], [-4.24816, -0.52007, 1.88855], [-4.10566, -1.33178, 0.77065], [-2.85366, -1.86468, 0.50135], [-1.77106, -1.62868, 1.22975], [4.88844, -1.22438, 2.73725], [3.76774, -3.60088, -1.54805], [2.01284, -4.47058, -3.12865], [-0.24766, -3.50818, -3.04135], [-0.68666, -1.93898, -1.13855], [0.86114, 0.28982, 5.22845], [-3.18446, 0.26882, 3.59545], [-5.20876, -0.09337, 2.13985], [-4.94256, -1.55857, 0.12645], [-2.72066, -2.54067, -0.33855], [0.04054, 2.41442, 2.42025], [-1.39986, 3.09962, 1.36265], [-1.97596, 4.26372, 1.81925], [-3.02166, 4.86292, 1.12895], [-3.48696, 4.26893, -0.02605], [-2.94176, 3.08162, -0.49755], [-3.43566, 2.48912, -1.70775], [-2.92336, 1.36992, -2.22165], [-1.83266, 0.57942, -1.57255], [-1.27336, 1.26102, -0.32605], [-1.84526, 2.45392, 0.17895], [-1.58076, 4.70532, 2.71825], [-3.44446, 5.78532, 1.49345], [-4.28476, 4.73772, -0.58675], [-4.23846, 3.00132, -2.22495], [-3.27456, 0.97343, -3.16395], [-2.27056, -0.37978, -1.20835], [1.18524, 0.33692, -4.51135], [0.54884, -0.86268, -3.99365], [-0.44606, -1.35388, -4.93145], [-0.05126, -0.67158, -2.70735], [-0.87916, 0.26892, -2.60675], [1.68794, 0.07573, -5.44475], [1.92254, 0.68042, -3.79345], [0.46274, 1.14252, -4.70085], [0.06264, -1.68918, -5.83675], [-1.18186, -0.58077, -5.20395], [-0.98336, -2.20038, -4.50685], [1.58184, 1.41473, -1.32835], [3.25604, 0.48552, -0.54115], [3.71844, 0.32422, -2.63345], [5.05764, 0.73912, 0.48985], [3.91034, 2.25143, -1.10015], [2.71104, 1.66142, 1.03165], [-0.34226, 0.62433, 0.25485]], "forces_ev_per_a": [[1.683, -2.862, 2.532], [0.337, -0.024, 0.000], [-0.251, 0.113, 0.114], [-0.254, 0.015, -0.270], [0.183, 0.193, 1.630], [1.926, -0.832, 0.538], [0.707, -1.857, 0.340], [-0.276, 0.423, -0.066], [1.214, -2.051, -1.295], [0.441, 1.129, 1.359], [-1.218, 0.023, -0.384], [0.451, -0.502, 0.008], [-0.809, 0.207, -0.145], [-0.790, -0.760, -0.932], [0.988, -0.243, 0.591], [-0.023, 0.047, -0.195], [0.141, -0.054, -0.219], [-0.046, 0.100, 0.328], [-0.608, -0.047, 0.119], [0.089, -0.060, 0.406], [-0.027, 0.048, -0.227], [-0.584, -0.188, 0.065], [0.096, -0.021, -0.049], [0.171, -0.133, -0.141], [0.065, -0.002, 0.091], [-0.286, -0.218, -0.033], [0.063, 0.074, 0.226], [-0.012, -0.018, 0.006], [-0.003, -0.042, 0.180], [-0.108, -0.062, -0.039], [-0.010, -0.054, -0.120], [0.157, -0.075, -0.237], [0.052, -0.148, 0.093], [0.036, 0.091, 0.023], [-0.049, 0.071, 0.031], [-0.045, -0.008, -0.061], [0.000, 0.042, -0.056], [-0.410, 0.877, 0.078], [0.361, -0.112, 0.329], [0.163, -0.138, 0.028], [0.080, 0.060, 0.090], [-0.036, -0.183, -0.136], [0.276, 0.204, 0.367], [-0.089, -0.426, -0.563], [-0.223, 0.113, 0.215], [0.097, -0.335, 0.677], [-1.825, 1.027, -1.517], [0.190, -0.102, 0.233], [0.017, 0.095, 0.157], [-0.087, 0.132, 0.025], [-0.106, -0.040, -0.080], [-0.024, 0.063, -0.049], [-0.074, -0.015, -0.081], [0.143, 0.348, -0.109], [0.097, 0.156, 0.026], [0.180, 0.146, -0.287], [0.111, -0.008, 0.006], [-0.409, -0.320, 0.245], [0.208, 0.289, -0.594], [0.051, 0.020, -0.020], [0.148, 0.070, 0.007], [-0.055, -0.012, -0.037], [0.003, -0.025, -0.072], [-0.011, 0.043, 0.047], [-0.056, -0.038, -0.046], [0.675, -1.100, 0.581], [3.313, 7.511, -2.773], [-0.198, -0.617, 1.319], [-1.015, -1.038, -0.657], [-0.303, -1.071, 0.382], [-0.339, -1.252, -0.544], [-4.252, 3.359, -1.459]], "homo_energy_ev": [-1.886, -2.327], "mol_weight_da": 950.90, "total_charge": -2, "spin_multiplicity": 4}

***

# 4
{"formula": "C5H12IN2", "method": "ωB97M-V with the def2-TZVPD basis set", "elements": ["C", "C", "C", "C", "C", "N", "N", "I", "H", "H", "H", "H", "H", "H", "H", "H", "H", "H", "H", "H"], "coordinates": [[1.22769, 2.11906, -0.10251], [0.78076, -2.16200, -0.17622], [-1.33402, -0.26162, -0.50942], [-0.75274, 1.73584, 1.28306], [0.99444, -0.74265, -0.56834], [-0.04607, 0.13819, 0.01367], [0.24523, 1.43135, 0.25721], [1.56635, -0.42374, -2.61840], [1.95491, 1.74748, -0.86530], [1.47473, 3.03606, 0.49772], [-0.10979, -2.65931, -0.58342], [0.87134, -2.28987, 0.85419], [1.59902, -2.61691, -0.65558], [-2.02762, 0.52405, -0.67951], [-1.09974, -0.77119, -1.40910], [-1.60013, -0.99425, 0.15116], [-1.68090, 1.82401, 0.86814], [-0.68714, 2.72901, 1.78359], [-0.70388, 0.99487, 2.06538], [1.93692, -0.44131, 0.04296]], "forces_ev_per_a": [[2.830, 1.340, -0.027], [-0.973, -0.266, -2.114], [0.780, 0.853, -0.671], [1.626, 2.839, 2.583], [1.975, 2.532, 2.861], [2.542, -1.937, -2.483], [-2.459, -0.851, 1.473], [-0.357, -0.071, -0.068], [-0.899, 0.302, 0.700], [-0.591, -0.854, -0.955], [0.132, 0.321, 0.190], [-0.065, -0.163, 1.763], [1.084, -1.208, -0.323], [-0.583, 0.472, 0.028], [-0.336, -0.174, -1.304], [-1.862, -1.653, 1.649], [-2.424, -0.404, -1.314], [0.863, -0.466, -0.600], [-0.019, -0.280, -0.093], [-1.263, -0.330, -1.296]], "smiles": "C=[N+](C)N(C)[C@@H](C)I", "homo_energy_ev": -13.365, "mol_weight_da": 227.07, "total_charge": 1}

***

# 5
{"formula": "C4H9N3O2P", "method": "ωB97M-V with the def2-TZVPD basis set", "elements": ["N", "P", "N", "O", "O", "H", "H", "H", "H", "N", "C", "C", "C", "C", "H", "H", "H", "H", "H"], "coordinates": [[3.25769, 0.35157, 2.28348], [1.74177, 0.52588, 1.81991], [1.01921, 1.78841, 2.67476], [0.92097, -0.93448, 2.03229], [1.74482, 0.92154, 0.17139], [3.89363, 0.48217, 1.49529], [1.50358, 2.65253, 2.41798], [-0.02991, -0.77796, 2.13107], [0.95681, 1.44125, -0.03149], [-0.65903, -0.57514, -0.73605], [-1.90017, -0.02174, -0.59440], [-2.62875, -0.31920, -1.72057], [-1.79301, -1.08646, -2.57006], [-0.58454, -1.22890, -1.93204], [0.09012, -0.51023, -0.05728], [-2.15773, 0.53629, 0.29199], [-3.64754, -0.01929, -1.91062], [-2.04662, -1.48927, -3.53837], [0.31869, -1.73697, -2.22726]], "forces_ev_per_a": [[-0.553, -0.698, -1.234], [1.578, 3.764, 2.802], [-0.793, -2.970, -1.767], [0.031, 1.657, -0.667], [-0.427, -1.040, 0.463], [-0.119, -0.300, 0.170], [0.121, -0.526, -0.053], [0.130, 0.122, 0.221], [0.102, 0.142, 0.222], [-0.225, -0.120, -0.038], [0.081, -0.022, 0.023], [-0.103, 0.075, 0.102], [0.096, -0.099, -0.092], [0.021, 0.058, 0.091], [0.009, -0.105, -0.249], [0.025, 0.014, -0.045], [0.038, -0.004, 0.015], [0.017, 0.013, 0.033], [-0.030, 0.039, 0.005]], "homo_energy_ev": -3.246, "mol_weight_da": 162.11, "total_charge": -1}